(1)
23
Properties=species:S:1:pos:R:3:mulliken_charge:R:1 method="wB97M-V/def2-TZVPD" total_charge=+1 multiplicity=5 gap_ev="10.70 / 9.52" e_homo_ev="-14.13 / -12.93" max_force_ev_per_a=2.98 lumo_energy_ev="-3.4 / -3.4"
Fe 4.827 6.011 5.630 1.195
F 3.346 5.811 6.942 -0.773
O 5.492 7.705 6.717 -0.488
H 5.771 7.430 7.591 0.355
H 5.054 8.548 6.859 0.303
O 4.902 9.796 3.410 -0.674
H 5.294 10.634 3.021 0.322
H 3.936 9.905 3.208 0.341
O 4.537 6.310 9.021 -0.729
H 3.833 6.455 9.658 0.308
H 4.024 6.375 8.180 0.420
O 6.621 4.960 4.612 -0.643
H 6.676 4.181 5.193 0.400
H 6.067 4.720 3.849 0.391
O 4.174 7.445 4.214 -0.675
H 4.036 7.158 3.316 0.342
H 4.822 8.192 3.984 0.496
O 3.755 4.412 4.234 -0.508
H 2.874 4.714 4.184 0.297
H 3.908 3.448 4.166 0.291
O 6.033 4.717 7.010 -0.654
H 5.689 3.839 7.037 0.338
H 5.751 5.042 7.907 0.345

---

(2)
31
Properties=species:S:1:pos:R:3:mulliken_charge:R:1 method="wB97M-V/def2-TZVPD" total_charge=-1 multiplicity=1 gap_ev=9.92 e_homo_ev=-7.02 max_force_ev_per_a=2.92 lumo_energy_ev=2.9
F -0.027 -0.093 0.327 -0.268
O 1.474 -2.031 -0.542 -0.713
H 1.089 -2.484 -1.290 0.360
H 0.830 -1.414 -0.181 0.413
O 3.561 -0.139 -0.227 -0.715
H 3.290 0.704 -0.568 0.326
H 2.810 -0.656 -0.441 0.333
O -1.811 -0.453 -2.237 -0.588
H -2.017 -0.663 -3.118 0.228
H -0.866 -0.313 -2.201 0.349
O -0.804 -0.418 2.907 -0.722
H -0.268 -0.002 3.583 0.334
H -0.326 -0.288 2.061 0.302
O 2.033 0.353 2.055 -0.662
H 2.743 0.697 1.524 0.347
H 1.359 0.131 1.362 0.253
O -1.887 2.351 -1.138 -0.661
H -1.871 1.433 -1.378 0.309
H -1.554 2.304 -0.270 0.390
O -1.348 -2.367 0.457 -0.710
H -0.828 -1.521 0.393 0.152
H -0.669 -3.008 0.237 0.351
O 0.604 0.681 -2.089 -0.684
H 0.451 0.405 -1.157 0.208
H 1.177 -0.011 -2.390 0.354
O 0.570 2.607 0.515 -0.644
H 0.672 2.876 1.402 0.313
H 0.241 1.689 0.505 0.189
O -3.208 -0.089 0.454 -0.644
H -3.017 0.070 1.361 0.354
H -2.410 -0.336 0.075 0.144